No. 1
Density functional theory data (ωB97M-V with the def2-TZVPD basis set) for a cluster of 2 separate species, C5H6S in total in a non-equilibrium geometry.

Element x y z (Å)
C  -0.049  -0.266  -0.902
C  1.073  0.645  -0.878
C  -0.337  0.963  -0.056
C  -0.461  0.874  1.409
C  -0.736  0.056  2.513
H  -0.225  -2.951  -1.341
H  -0.679  -0.341  -1.884
H  1.485  1.053  -1.805
H  1.906  0.431  -0.201
H  -0.989  1.511  -0.731
H  -0.994  -0.247  3.590
S  0.005  -1.727  0.287

## Properties
- Relative energy (zero: lowest compared OMol25 entry of this formula, charge and spin): 164.1 kcal/mol
- LUMO energy: -0.76 eV
- HOMO-LUMO gap: 8.09 eV
- Total charge: 0

Results of the Löwdin charge analysis, in e, for atoms 1 through 2: C -0.69; C -0.12



No. 2
Density functional theory data (ωB97M-V with the def2-TZVPD basis set) for a structure of composition C4H8O in a non-equilibrium geometry.

Element x y z (Å)
C  -0.268  1.356  0.977
C  -0.703  0.222  0.036
C  -0.349  -1.232  0.191
C  0.332  -0.409  -0.891
H  -1.084  1.675  1.734
H  0.714  1.076  1.469
H  -0.005  2.328  0.503
H  -1.668  0.343  -0.460
H  0.340  -1.752  0.999
H  -1.035  -2.024  -0.107
H  -0.114  -0.533  -1.922
H  2.195  -0.907  -1.684
O  1.644  -0.142  -0.843

## Properties
- Relative energy (zero: lowest compared OMol25 entry of this formula, charge and spin): 70.9 kcal/mol
- LUMO energy: 0.32 eV
- HOMO-LUMO gap: 9.39 eV
- Total charge: 0

Results of the Löwdin charge analysis, in e, for atoms 1 through 2: C -0.08; C -0.29



No. 3
Density functional theory data (ωB97M-V with the def2-TZVPD basis set) for a structure of composition C37H46BrNO2PPtS2 in a non-equilibrium geometry.

Element x y z (Å)
Pt  0.508  -0.865  1.182
N  1.742  -2.549  1.226
C  2.733  -2.632  2.309
C  3.894  -3.356  2.133
C  4.809  -3.416  3.178
C  4.569  -2.741  4.368
C  3.415  -1.984  4.516
C  2.489  -1.937  3.482
P  1.001  -0.941  3.443
C  1.319  0.526  4.427
C  0.510  0.903  5.495
C  0.755  2.103  6.153
C  1.788  2.928  5.735
C  2.593  2.557  4.663
C  2.360  1.361  4.010
C  -0.329  -1.855  4.251
C  -1.543  -2.099  3.614
C  -2.539  -2.814  4.267
C  -2.332  -3.273  5.558
C  -1.126  -3.021  6.205
C  -0.125  -2.325  5.553
H  2.175  -2.770  0.332
H  0.986  -3.217  1.377
H  4.089  -3.876  1.203
H  5.720  -3.985  3.053
H  5.291  -2.786  5.171
H  3.247  -1.415  5.423
H  -0.299  0.265  5.824
H  0.140  2.388  6.996
H  1.976  3.861  6.252
H  3.403  3.201  4.343
H  2.999  1.063  3.184
H  -1.727  -1.719  2.618
H  -3.477  -3.012  3.765
H  -3.108  -3.831  6.064
H  -0.970  -3.368  7.218
H  0.819  -2.151  6.056
C  -4.094  1.428  -6.096
C  -2.593  1.746  -6.091
C  -2.402  3.248  -5.817
C  -2.010  1.425  -7.465
C  -1.899  0.975  -4.968
C  -2.407  1.030  -3.673
C  -1.778  0.341  -2.659
Br  -2.468  0.449  -0.905
C  -0.624  -0.393  -2.900
O  0.080  -1.009  -1.844
C  -0.091  -0.500  -4.174
C  -0.756  0.220  -5.174
C  1.083  -1.402  -4.615
C  0.494  -2.493  -5.525
C  2.096  -0.558  -5.404
C  1.856  -2.105  -3.492
H  -4.567  1.935  -6.938
H  -4.593  1.771  -5.189
H  -4.273  0.357  -6.204
H  -2.918  3.830  -6.583
H  -1.345  3.519  -5.836
H  -2.814  3.534  -4.847
H  -2.568  1.970  -8.226
H  -2.087  0.361  -7.700
H  -0.965  1.730  -7.548
H  -3.288  1.613  -3.447
H  -0.359  0.161  -6.175
H  0.015  -2.069  -6.407
H  -0.248  -3.089  -4.990
H  1.290  -3.160  -5.860
H  1.676  -0.145  -6.319
H  2.943  -1.185  -5.691
H  2.476  0.267  -4.799
H  1.229  -2.797  -2.927
H  2.321  -1.395  -2.805
H  2.652  -2.691  -3.953
S  -0.908  -2.869  -0.307
C  -0.310  -1.394  -0.667
C  -2.939  1.581  3.185
C  -2.179  2.681  2.454
S  -0.470  2.201  2.181
O  -0.636  0.749  1.660
C  -0.040  3.196  0.731
C  1.160  4.089  1.025
H  -3.893  1.977  3.531
H  -2.388  1.217  4.055
H  -3.131  0.738  2.526
H  -2.100  3.587  3.061
H  -2.630  2.925  1.493
H  -0.914  3.773  0.433
H  0.174  2.454  -0.040
H  0.931  4.821  1.800
H  1.443  4.631  0.125
H  2.017  3.502  1.355

## Properties
- Relative energy (zero: lowest compared OMol25 entry of this formula, charge and spin): 25.1 kcal/mol
- LUMO energy (alpha / beta): -5.88 / -8.09 eV
- Spin multiplicity: 2
- HOMO-LUMO gap (alpha / beta): 7.48 / 5.30 eV
- Total charge: +2

Results of the Löwdin charge analysis, in e, for atoms 1 through 2: Pt 0.93; N -0.07



No. 4
Density functional theory data (ωB97M-V with the def2-TZVPD basis set) for a structure of composition Ca2HgI in a non-equilibrium geometry.

Element x y z (Å)
Hg  1.996  0.782  0.104
Ca  -0.488  -2.899  -1.585
Ca  -0.766  2.177  1.750
I  -0.743  -0.060  -0.269

## Properties
- Relative energy (zero: lowest compared OMol25 entry of this formula, charge and spin): 98.3 kcal/mol
- LUMO energy: -24.55 eV
- HOMO-LUMO gap: 7.33 eV
- Total charge: +5

Results of the Löwdin charge analysis, in e, for atoms 1 through 2: Hg 1.24; Ca 1.70